Entry 1:
# C27H19BaN4O4

A structure of composition C27H19BaN4O4 (wB97M-V/def2-TZVPD, the Open Molecules 2025 dataset).

Element x y z (Å)
Ba: 0.44735 -0.75929 0.13286
O: -1.84092 -1.65981 0.04447
C: -3.03236 -1.47018 0.49695
C: -4.00903 -2.49580 0.38460
C: -5.29098 -2.35334 0.86387
C: -5.69639 -1.16904 1.48233
C: -4.77720 -0.14473 1.58684
C: -3.46221 -0.24820 1.11459
C: -2.65338 0.95954 1.25148
N: -1.42597 1.10627 0.93225
N: -0.91464 2.38408 1.15819
C: 0.25068 2.57768 0.58941
O: 0.93986 1.80054 -0.15450
C: 0.85578 3.92694 0.88538
C: 2.23573 4.07951 0.79130
C: 2.83309 5.30135 1.06599
C: 2.05221 6.39417 1.41739
C: 0.67259 6.25286 1.49730
C: 0.07869 5.02606 1.23911
H: -3.69147 -3.41548 -0.09190
H: -5.99300 -3.17371 0.75628
H: -6.70277 -1.05087 1.86245
H: -5.07572 0.79178 2.04868
H: -3.17738 1.83281 1.65474
H: 2.82372 3.22276 0.48725
H: 3.90986 5.40444 0.99985
H: 2.51523 7.35168 1.62390
H: 0.05719 7.10418 1.76335
H: -0.99199 4.89399 1.31504
N: 8.85223 0.30134 -0.03996
C: 7.71468 0.15170 0.01392
C: 6.28788 -0.03501 0.08201
C: 5.66396 -0.22908 1.30889
C: 4.28982 -0.40106 1.31867
N: 3.54655 -0.38338 0.21677
C: 4.15269 -0.20379 -0.94990
C: 5.52196 -0.02453 -1.07604
H: 6.23270 -0.24658 2.22735
H: 3.76189 -0.57021 2.24954
H: 3.52325 -0.20108 -1.83197
H: 5.97632 0.11986 -2.04553
O: 1.59942 -2.67266 1.48568
C: 1.81261 -3.35598 0.44790
O: 1.65566 -2.94910 -0.73229
C: 2.30463 -4.77453 0.64010
C: 2.36228 -5.64784 -0.43906
C: 2.81566 -6.94684 -0.26286
C: 3.22774 -7.37498 0.99256
C: 3.17634 -6.50318 2.07208
C: 2.70882 -5.20889 1.89642
H: 2.04757 -5.28522 -1.40851
H: 2.84923 -7.62680 -1.10536
H: 3.58647 -8.38794 1.12953
H: 3.49599 -6.83441 3.05265
H: 2.63918 -4.51625 2.72468

Output
Molecular weight (g mol⁻¹): 600.80
Net charge: -1
HOMO level (eV): -4.25
LUMO level (eV): 1.6
Largest force on an atom (eV/A): 0.497

=====

Entry 2:
# C31H58O26

A cluster of 12 separate species, C31H58O26 in total at a distorted geometry (wB97M-V/def2-TZVPD, the Open Molecules 2025 dataset).

Element x y z (Å)
O: 0.88379 -7.74403 7.69780
C: 1.37365 -7.85063 6.60348
O: 2.62716 -8.30946 6.31711
C: 2.85780 -8.04778 4.99187
C: 1.42448 -8.05251 4.45229
O: 0.69544 -7.47838 5.48629
H: 3.44256 -7.17108 4.71342
H: 3.25119 -8.83799 4.35239
H: 0.96109 -9.01395 4.23092
H: 1.22799 -7.44065 3.57188
O: 4.69312 -5.76727 -1.67076
C: 5.49198 -6.10728 -2.57603
O: 6.69259 -5.56921 -2.78422
C: 7.37829 -6.18292 -3.84511
C: 6.59391 -7.43831 -3.99697
O: 5.30438 -7.15020 -3.39258
H: 7.42314 -5.59676 -4.76299
H: 8.32486 -6.48821 -3.39914
H: 7.10860 -8.29398 -3.55989
H: 6.46252 -7.41370 -5.07874
O: -8.60046 -2.01835 6.10305
C: -7.55421 -2.64152 6.18291
O: -7.37416 -3.65795 6.96209
C: -6.05291 -3.81127 7.21464
C: -5.33971 -2.82070 6.34842
O: -6.39118 -2.20420 5.65949
H: -5.67424 -3.78337 8.23637
H: -5.89268 -4.86198 6.97293
H: -4.67630 -3.33667 5.65433
H: -4.73041 -2.17981 6.98570
O: -11.39167 1.48323 -3.98385
C: -10.95988 1.18769 -2.87295
O: -10.31091 1.98554 -2.02838
C: -9.59948 1.14120 -1.11853
C: -10.41585 -0.07485 -1.07764
O: -11.03458 -0.02820 -2.33653
H: -8.61294 0.94389 -1.53794
H: -9.43036 1.59982 -0.14428
H: -11.06855 -0.02498 -0.20609
H: -9.75786 -0.92628 -0.90381
O: 9.69437 0.31776 4.94260
C: 8.90909 -0.52254 4.59611
O: 7.73848 -0.76605 5.16185
C: 7.14891 -1.96891 4.57544
C: 8.12609 -2.33553 3.52945
O: 9.14085 -1.42512 3.59832
H: 7.14686 -2.74154 5.34429
H: 6.16714 -1.67898 4.20105
H: 7.70951 -2.39385 2.52388
H: 8.47519 -3.30921 3.87320
O: 7.55173 5.54022 0.68812
C: 6.70116 6.19388 0.11113
O: 6.33051 7.51399 0.42902
C: 5.10602 7.82853 -0.22327
C: 4.82136 6.61113 -1.15789
O: 5.89783 5.72792 -0.97050
H: 4.27875 7.93921 0.47778
H: 5.34665 8.71277 -0.81345
H: 4.79923 7.01094 -2.17167
H: 3.93777 5.99169 -1.00406
O: -4.69508 -5.42353 -1.79335
C: -3.98357 -5.85459 -2.68141
O: -2.78255 -6.49830 -2.51554
C: -2.21432 -6.68918 -3.72407
C: -3.40927 -6.75649 -4.61392
O: -4.31612 -5.94319 -3.97852
H: -1.54902 -5.88707 -4.04360
H: -1.66909 -7.60539 -3.95076
H: -3.82016 -7.76570 -4.58624
H: -3.27510 -6.41557 -5.64050
C: 2.97950 4.85215 5.80216
C: 2.36606 4.12780 4.63389
O: 1.45286 4.85755 3.87315
H: 3.72991 4.20810 6.26061
H: 2.21380 5.11054 6.53362
H: 3.48002 5.76138 5.46919
H: 1.89068 3.20235 4.95891
H: 3.04585 3.93498 3.80394
H: 1.20131 4.25675 3.16792
C: -6.85921 8.08217 2.99324
C: -5.73407 7.65387 2.01701
O: -6.25341 7.18359 0.73801
H: -7.56264 7.25035 2.95637
H: -7.33043 9.04003 2.77286
H: -6.50803 8.26363 4.00904
H: -5.15992 6.85067 2.47886
H: -5.08726 8.51926 1.87262
H: -5.43857 6.86734 0.34099
C: -0.81276 7.16531 -6.63598
C: -1.49357 7.56988 -5.29015
O: -2.01090 6.42061 -4.78299
H: -0.51409 6.11811 -6.68362
H: 0.01140 7.80683 -6.94794
H: -1.52064 7.35030 -7.44394
H: -2.40195 8.16852 -5.35776
H: -0.82131 7.94663 -4.51929
H: -2.82993 6.19768 -5.23141
C: 3.73304 0.08610 -7.73385
C: 2.68631 0.81940 -8.61324
O: 3.26897 2.03608 -9.07058
H: 4.67943 0.11670 -8.27377
H: 3.47840 -0.96886 -7.83548
H: 3.76575 0.33692 -6.67361
H: 1.81784 1.03880 -7.99215
H: 2.25126 0.17229 -9.37488
H: 2.91048 2.35408 -9.90242
C: -0.35247 -0.45143 0.31141
C: -0.70799 0.25166 -0.97640
O: -0.47939 1.65832 -0.79607
H: -1.04147 -0.12223 1.08924
H: 0.65921 -0.25502 0.66641
H: -0.55433 -1.51504 0.18462
H: -1.78849 0.14802 -1.07578
H: -0.11538 -0.02098 -1.84966
H: -0.90713 2.12475 -1.51792

Output
Molecular weight (g mol⁻¹): 846.78
Structure (SMILES): O=C1OCCO1.O=C1OCCO1.O=C1OCCO1.O=C1OCCO1.O=C1OCCO1.O=C1OCCO1.O=C1OCCO1.CCO.CCO.CCO.CCO.CCO
HOMO level (eV): -9.92
LUMO level (eV): 0.0
Largest force on an atom (eV/A): 4.994

=====

Entry 3:
# C5H8BrN2

The ion C5H8BrN2 with charge +1 at a distorted geometry (wB97M-V/def2-TZVPD, the Open Molecules 2025 dataset).

Element x y z (Å)
N: -0.83620 -1.53584 1.05432
C: -0.87950 -0.35990 0.13484
Br: -2.75925 0.02533 -0.23249
C: -0.00213 -0.50919 -1.08114
C: 1.05116 0.54789 -1.24773
C: 1.28579 1.54023 -0.39029
C: 0.57733 1.63957 0.86892
N: -0.34222 0.89814 1.29737
H: 0.07622 -1.59666 1.53045
H: -1.03076 -2.41185 0.54777
H: -1.56228 -1.40761 1.77814
H: -0.62135 -0.47146 -1.97929
H: 0.48132 -1.49252 -1.08317
H: 1.62339 0.44345 -2.15744
H: 2.04604 2.27086 -0.59736
H: 0.89243 2.41956 1.55710

Output
ΔE to the lowest compared entry with this formula, charge and spin (kcal per mole): 62.2
Molecular weight (g mol⁻¹): 176.04
Structure (SMILES): [NH3+][C@]1(Br)CC=CC=N1
Net charge: +1
HOMO level (eV): -13.86
LUMO level (eV): -3.7
Largest force on an atom (eV/A): 4.073

=====

> largest force on an atom of number 2 (C31H58O26)?

4.994 eV/A

=====

What did the first record say?
# C27H19BaN4O4

A structure of composition C27H19BaN4O4 (wB97M-V/def2-TZVPD, the Open Molecules 2025 dataset).

Element x y z (Å)
Ba: 0.44735 -0.75929 0.13286
O: -1.84092 -1.65981 0.04447
C: -3.03236 -1.47018 0.49695
C: -4.00903 -2.49580 0.38460
C: -5.29098 -2.35334 0.86387
C: -5.69639 -1.16904 1.48233
C: -4.77720 -0.14473 1.58684
C: -3.46221 -0.24820 1.11459
C: -2.65338 0.95954 1.25148
N: -1.42597 1.10627 0.93225
N: -0.91464 2.38408 1.15819
C: 0.25068 2.57768 0.58941
O: 0.93986 1.80054 -0.15450
C: 0.85578 3.92694 0.88538
C: 2.23573 4.07951 0.79130
C: 2.83309 5.30135 1.06599
C: 2.05221 6.39417 1.41739
C: 0.67259 6.25286 1.49730
C: 0.07869 5.02606 1.23911
H: -3.69147 -3.41548 -0.09190
H: -5.99300 -3.17371 0.75628
H: -6.70277 -1.05087 1.86245
H: -5.07572 0.79178 2.04868
H: -3.17738 1.83281 1.65474
H: 2.82372 3.22276 0.48725
H: 3.90986 5.40444 0.99985
H: 2.51523 7.35168 1.62390
H: 0.05719 7.10418 1.76335
H: -0.99199 4.89399 1.31504
N: 8.85223 0.30134 -0.03996
C: 7.71468 0.15170 0.01392
C: 6.28788 -0.03501 0.08201
C: 5.66396 -0.22908 1.30889
C: 4.28982 -0.40106 1.31867
N: 3.54655 -0.38338 0.21677
C: 4.15269 -0.20379 -0.94990
C: 5.52196 -0.02453 -1.07604
H: 6.23270 -0.24658 2.22735
H: 3.76189 -0.57021 2.24954
H: 3.52325 -0.20108 -1.83197
H: 5.97632 0.11986 -2.04553
O: 1.59942 -2.67266 1.48568
C: 1.81261 -3.35598 0.44790
O: 1.65566 -2.94910 -0.73229
C: 2.30463 -4.77453 0.64010
C: 2.36228 -5.64784 -0.43906
C: 2.81566 -6.94684 -0.26286
C: 3.22774 -7.37498 0.99256
C: 3.17634 -6.50318 2.07208
C: 2.70882 -5.20889 1.89642
H: 2.04757 -5.28522 -1.40851
H: 2.84923 -7.62680 -1.10536
H: 3.58647 -8.38794 1.12953
H: 3.49599 -6.83441 3.05265
H: 2.63918 -4.51625 2.72468

Output
Molecular weight (g mol⁻¹): 600.80
Net charge: -1
HOMO level (eV): -4.25
LUMO level (eV): 1.6
Largest force on an atom (eV/A): 0.497

=====

> Number 3 is which compound?

C5H8BrN2

=====

> The lowest largest force on an atom belongs to which entry?

C27H19BaN4O4